No. 1
The following is a DFT calculation (ωB97M-V/def2-TZVPD) of a structure of composition C35H38IrN5O2P2Si2.

Last column: Mulliken charge in e.
Cartesian coordinates (Å):
Ir1 0.660 1.456 0.623  1.065
C1 -1.178 4.388 2.230  -1.130
Si1 -2.297 3.188 1.352  -0.027
C2 -3.850 2.886 2.334  -1.138
C3 -2.735 3.777 -0.363  -0.859
N1 -1.399 1.668 1.266  -0.124
P1 -1.745 0.255 0.577  0.892
C4 -0.174 0.102 -0.273  -0.204
P2 1.300 -0.562 -1.074  1.287
N2 2.265 0.531 -0.397  -0.071
Si2 3.862 1.124 -0.889  -0.229
C5 3.703 2.356 -2.275  -0.939
C6 4.589 1.892 0.635  -0.976
C7 4.821 -0.363 -1.479  -0.973
C8 1.519 -2.246 -0.551  0.391
C9 2.310 -2.485 0.573  -0.535
C10 2.407 -3.772 1.082  -1.194
C11 1.706 -4.805 0.476  -0.672
C12 0.904 -4.565 -0.636  -0.910
C13 0.804 -3.286 -1.153  -0.413
C14 1.144 -0.463 -2.848  0.753
C15 0.522 0.659 -3.402  -0.635
C16 0.499 0.826 -4.775  -0.907
C17 1.110 -0.114 -5.597  -0.660
C18 1.748 -1.218 -5.049  -0.790
C19 1.768 -1.397 -3.674  -0.640
C20 -1.761 -1.120 1.710  0.474
C21 -1.740 -2.418 1.197  -0.625
C22 -1.722 -3.492 2.068  -0.702
C23 -1.760 -3.270 3.441  -0.670
C24 -1.805 -1.980 3.950  -0.646
C25 -1.788 -0.895 3.083  -0.524
C26 -3.163 0.133 -0.489  0.579
C27 -4.423 -0.013 0.097  -0.716
C28 -5.550 -0.030 -0.705  -0.752
C29 -5.422 0.078 -2.085  -0.537
C30 -4.169 0.204 -2.669  -0.556
C31 -3.036 0.238 -1.872  -0.547
H1 -1.776 5.168 2.706  0.450
H2 -0.476 4.880 1.555  0.283
H3 -0.604 3.891 3.015  0.332
H4 -4.338 3.841 2.543  0.434
H5 -3.628 2.413 3.293  0.328
H6 -4.571 2.263 1.800  0.308
H7 -3.303 4.708 -0.297  0.476
H8 -3.357 3.052 -0.893  0.263
H9 -1.845 3.975 -0.964  0.219
H10 3.125 3.236 -1.987  0.254
H11 3.235 1.911 -3.156  0.266
H12 4.699 2.697 -2.570  0.467
H13 3.939 2.674 1.034  0.289
H14 5.555 2.350 0.414  0.392
H15 4.742 1.146 1.417  0.317
H16 4.467 -0.713 -2.452  0.269
H17 4.770 -1.194 -0.772  0.297
H18 5.875 -0.099 -1.597  0.435
H19 2.852 -1.671 1.038  0.966
H20 3.023 -3.953 1.951  0.583
H21 1.783 -5.809 0.873  0.456
H22 0.366 -5.379 -1.104  0.452
H23 0.182 -3.099 -2.021  0.546
H24 0.081 1.416 -2.762  0.393
H25 0.017 1.694 -5.205  0.499
H26 1.098 0.022 -6.670  0.425
H27 2.234 -1.939 -5.693  0.469
H28 2.273 -2.254 -3.248  0.508
H29 -1.737 -2.587 0.125  0.413
H30 -1.691 -4.501 1.680  0.524
H31 -1.756 -4.112 4.121  0.449
H32 -1.830 -1.815 5.018  0.606
H33 -1.798 0.119 3.463  0.427
H34 -4.519 -0.117 1.172  0.544
H35 -6.529 -0.138 -0.258  0.445
H36 -6.306 0.056 -2.709  0.418
H37 -4.075 0.278 -3.744  0.470
H38 -2.058 0.341 -2.328  0.407
N3 1.209 0.673 2.314  0.450
C32 1.420 -0.044 3.213  0.714
C33 1.717 -0.908 4.215  0.207
C34 2.813 -1.790 4.005  0.133
N4 3.687 -2.500 3.763  -0.537
C35 0.913 -0.955 5.386  0.006
N5 0.262 -0.990 6.334  -0.525
O1 1.317 3.543 0.230  -0.458
O2 0.618 2.952 -0.694  -0.204

- Multiplicity: 2
- <S²>: 0.76
- Lowest unoccupied orbital energy (alpha / beta): -4.9225 / -4.9111 eV
- Gap between HOMO and LUMO (alpha / beta): 6.16 / 6.15 eV
- Charge: +1


No. 2
The following is a DFT calculation (ωB97M-V/def2-TZVPD) of a structure of composition C25H22NO5Sc in a non-equilibrium geometry.

Last column: Mulliken charge in e.
Cartesian coordinates (Å):
C1 0.824 -2.287 0.861  -0.298
C2 -0.344 -2.714 0.204  -1.124
C3 -0.163 -2.541 -1.200  -0.331
H1 -1.242 -3.191 0.569  0.450
C4 1.094 -1.832 -1.396  -0.220
C5 1.693 -1.714 -0.104  -0.697
H2 2.648 -1.213 0.122  0.467
H3 1.006 -2.376 1.918  0.593
H4 -0.825 -3.075 -1.912  0.512
H5 1.547 -1.514 -2.348  0.316
C6 -0.514 2.305 -0.874  -0.573
C7 -0.447 2.166 0.544  -0.700
C8 0.845 1.743 0.883  -0.262
H6 -1.305 2.274 1.224  0.402
C9 1.577 1.558 -0.335  -1.107
C10 0.721 1.866 -1.432  -0.249
H7 0.990 1.933 -2.486  0.538
H8 -1.376 2.720 -1.411  0.434
H9 1.191 1.547 1.895  0.477
H10 2.610 1.293 -0.362  0.594
Sc1 -0.441 -0.202 -0.227  1.064
O1 -1.504 -0.056 -1.583  -0.384
C11 -2.190 -0.493 -2.778  -0.764
C12 -1.168 -0.972 -3.740  -0.057
H11 -2.903 -1.310 -2.510  0.282
H12 -2.749 0.282 -3.386  0.406
H13 -0.647 -1.912 -3.531  0.256
H14 0.943 -1.761 -5.004  0.374
C13 0.604 -0.751 -5.286  -0.455
C14 -0.456 -0.134 -4.542  0.899
C15 -0.731 1.238 -4.777  0.040
H15 -1.342 1.782 -4.097  0.303
C16 -0.303 1.827 -5.933  -0.775
H16 -0.690 2.809 -6.177  0.410
C17 0.455 1.083 -6.845  -0.133
H17 0.526 1.470 -7.870  0.396
C18 0.992 -0.192 -6.485  -0.805
H18 1.542 -0.760 -7.246  0.361
O2 -1.715 -2.034 2.928  -0.643
C19 -1.290 -0.877 2.873  0.000
O3 -0.955 -0.200 1.808  -0.199
C20 -1.224 -0.219 4.270  0.151
C21 -0.917 1.140 4.515  0.133
C22 -0.748 1.706 5.789  -0.618
C23 -0.898 0.866 6.921  0.155
C24 -1.177 -0.496 6.717  -0.523
C25 -1.336 -1.004 5.441  -0.404
N1 -1.001 1.453 8.199  0.910
O4 -0.913 2.715 8.211  -0.578
O5 -1.175 0.715 9.192  -0.586
H19 -0.819 1.728 3.615  0.223
H20 -0.529 2.784 5.861  0.409
H21 -1.286 -1.150 7.574  0.428
H22 -1.587 -2.029 5.309  0.500

- Lowest unoccupied orbital energy (alpha / beta): -3.7965 / -3.9428 eV
- Gap between HOMO and LUMO (alpha / beta): 3.57 / 3.32 eV
- Charge: 0


No. 3
The following is a DFT calculation (ωB97M-V/def2-TZVPD) of a structure of composition C21H52BINO15P3Si2 in a non-equilibrium geometry.

Last column: Mulliken charge in e.
Cartesian coordinates (Å):
C1 -0.392 1.764 5.333  -1.081
C2 0.193 0.520 4.686  -0.214
O1 -0.848 -0.226 4.076  -0.461
C3 -0.732 -0.290 2.665  -0.462
C4 -1.708 -1.316 2.098  -0.484
Si1 -2.744 -0.731 0.663  0.205
O2 -2.917 0.924 0.641  0.645
B1 -3.416 1.512 1.772  -0.123
O3 -4.683 1.275 2.275  -0.697
O4 -2.627 2.447 2.393  -0.620
O5 -2.215 -1.225 -0.847  -0.626
Si2 -0.603 -1.507 -1.160  0.348
C5 -0.487 -1.745 -3.033  -0.411
N1 0.860 -2.168 -3.474  -0.642
C6 0.589 -0.123 -0.700  0.654
C7 0.853 0.886 -1.863  -1.110
P1 1.056 2.610 -1.347  0.627
O6 0.928 3.463 -2.516  -0.864
O7 0.015 2.903 -0.202  -0.168
C8 -0.946 3.967 -0.477  -0.466
C9 -1.977 3.607 -1.513  -1.071
O8 2.518 2.844 -0.712  -0.333
C10 3.265 1.696 -0.289  0.379
C11 4.618 2.185 0.204  -1.407
P2 0.088 -3.532 -0.407  -0.141
O9 -1.257 -4.130 0.352  -0.471
I1 1.746 -3.121 1.341  -0.150
P3 -4.783 -1.633 0.934  -0.031
C12 -4.675 -3.131 -0.164  -0.806
C13 -6.024 -0.549 0.084  -1.045
H1 -0.574 2.524 4.587  0.168
H2 -1.321 1.469 5.798  0.261
H3 0.291 2.143 6.079  0.431
H4 0.952 0.798 3.963  0.219
H5 0.670 -0.082 5.451  0.401
H6 0.280 -0.599 2.406  0.312
H7 -0.850 0.707 2.241  0.228
H8 -2.411 -1.559 2.888  0.784
H9 -1.169 -2.237 1.917  0.300
H10 -4.699 0.566 2.937  0.338
H11 -2.870 2.445 3.335  0.251
H12 -1.160 -2.570 -3.259  0.125
H13 -0.842 -0.875 -3.566  0.498
H14 1.342 -1.413 -3.944  0.281
H15 1.455 -2.429 -2.695  0.284
H16 0.282 0.454 0.166  -0.110
H17 1.554 -0.554 -0.468  0.309
H18 1.755 0.622 -2.395  0.481
H19 0.036 0.941 -2.570  0.379
H20 -1.449 4.127 0.460  0.397
H21 -0.401 4.860 -0.738  0.413
H22 -2.836 4.248 -1.363  0.389
H23 -2.281 2.576 -1.435  0.128
H24 -1.608 3.802 -2.511  0.395
H25 2.781 1.190 0.538  0.109
H26 3.455 1.013 -1.104  0.171
H27 4.979 1.625 1.055  0.413
H28 5.354 2.086 -0.582  0.363
H29 4.575 3.238 0.442  0.213
H30 -1.557 -4.879 -0.187  0.367
H31 -5.183 -2.884 -1.088  0.260
H32 -5.168 -3.986 0.271  0.504
H33 -3.655 -3.353 -0.434  -0.067
H34 -5.608 0.335 -0.378  0.249
H35 -6.605 -1.127 -0.618  0.446
H36 -6.718 -0.214 0.839  0.319
C14 10.230 4.130 4.842  -1.094
C15 9.752 3.157 3.786  -0.195
O10 8.386 3.395 3.415  -0.349
C16 8.183 4.437 2.609  0.768
O11 9.030 5.164 2.160  -0.552
O12 6.871 4.535 2.385  -0.312
C17 6.501 5.671 1.597  -0.715
H37 9.565 4.110 5.706  0.293
H38 11.238 3.872 5.167  0.355
H39 10.244 5.149 4.459  0.311
H40 9.771 2.142 4.179  0.289
H41 10.387 3.181 2.901  0.316
H42 7.056 5.700 0.663  0.330
H43 6.668 6.587 2.162  0.354
H44 5.442 5.577 1.375  0.197
C18 -4.022 -3.634 -4.795  -1.089
C19 -3.592 -4.895 -4.075  0.124
O13 -4.694 -5.789 -3.863  -0.344
C20 -5.087 -6.479 -4.934  0.710
O14 -4.592 -6.436 -6.030  -0.546
O15 -6.125 -7.238 -4.577  -0.351
C21 -6.703 -7.988 -5.648  -0.646
H45 -4.844 -3.154 -4.262  0.277
H46 -3.189 -2.934 -4.864  0.299
H47 -4.368 -3.857 -5.803  0.395
H48 -3.225 -4.638 -3.082  0.001
H49 -2.788 -5.404 -4.606  0.371
H50 -5.951 -8.586 -6.157  0.301
H51 -7.190 -7.319 -6.356  0.293
H52 -7.445 -8.643 -5.203  0.227

- Lowest unoccupied orbital energy: -0.2647 eV
- Gap between HOMO and LUMO: 7.92 eV
- Charge: 0


| no. | molecular weight (g mol⁻¹) |
| --- | --- |
| 1 | 871.06 |
| 2 | 461.41 |
| 3 | 845.45 |